No. 1
A molecular structure, C19H22N6ORhS2 at a distorted geometry, computed with wB97M-V/def2-TZVPD.

XYZ file:
```
51
Properties=species:S:1:pos:R:3
Rh 0.22 -0.05 -0.09
N 1.10 -1.00 1.90
C 0.13 -0.95 2.99
C -1.26 -1.25 2.43
N -1.56 -0.28 1.37
H 1.35 -1.96 1.69
H 1.97 -0.53 2.16
H 0.14 0.05 3.43
H 0.36 -1.67 3.78
H -2.00 -1.21 3.23
H -1.28 -2.25 1.99
H -1.74 0.64 1.78
H -2.41 -0.56 0.88
S -4.12 -2.36 -6.02
N -3.74 -0.89 -5.45
C -2.98 -1.00 -4.38
C -2.46 0.06 -3.58
C -2.68 1.40 -3.84
C -2.15 2.36 -2.98
C -1.42 1.94 -1.88
N -1.19 0.66 -1.61
C -1.68 -0.31 -2.43
C -1.40 -1.66 -2.13
N -0.60 -1.94 -1.06
C -0.34 -3.20 -0.74
C -0.85 -4.28 -1.43
C -1.66 -4.05 -2.54
C -1.94 -2.74 -2.91
C -2.73 -2.39 -4.04
N -3.32 -3.21 -4.89
H -3.27 1.68 -4.70
H -2.31 3.41 -3.16
H -1.01 2.67 -1.18
H 0.31 -3.35 0.11
H -0.62 -5.28 -1.11
H -2.08 -4.86 -3.11
C 0.53 4.29 1.95
C 1.93 4.14 1.34
C 1.69 3.02 0.33
O 0.66 2.18 0.87
C 0.05 2.85 1.98
H -0.11 4.90 1.31
H 0.55 4.73 2.95
H 2.65 3.83 2.10
H 2.29 5.05 0.87
H 2.57 2.41 0.13
H 1.34 3.44 -0.63
H 0.37 2.35 2.90
H -1.04 2.76 1.88
S 2.64 -0.05 -2.27
C 2.06 -0.12 -0.84
```

Values from the calculation:
Charge: +2
2S+1: 2
HOMO energy (spin up / spin down), eV: -14.17 / -14.57
Orbital gap (spin up / spin down), eV: 6.45 / 7.03
Energy, eV: -55712.2162

---

No. 2
A molecular structure, C19H23AlIN5O4S at a distorted geometry, computed with wB97M-V/def2-TZVPD.

XYZ file:
```
54
Properties=species:S:1:pos:R:3
C -0.89 4.17 -0.80
I -3.31 3.22 -1.42
H -0.14 4.91 -0.63
H -1.54 4.28 0.09
H -1.30 4.42 -1.80
C -1.05 -1.59 -3.42
C -0.56 -0.52 -4.10
N -0.49 0.52 -3.21
C -0.82 0.12 -1.93
N -1.24 -1.18 -2.13
H -1.27 -2.58 -3.76
H -0.30 -0.41 -5.13
C -1.91 1.26 3.66
C -0.96 1.39 1.61
N -1.92 0.79 2.37
H -0.57 2.79 4.56
N -0.32 2.21 2.50
H -2.62 0.92 4.41
Al -0.36 0.87 -0.17
C -0.12 2.82 -0.76
O 1.09 2.73 -1.09
C -0.92 2.17 3.74
C 0.82 3.06 2.25
H 1.28 3.31 3.21
H 0.53 4.01 1.77
H 1.57 2.55 1.62
C -2.81 -0.25 1.90
H -3.59 -0.44 2.65
H -2.23 -1.18 1.75
H -3.27 0.07 0.95
C -1.95 -2.02 -1.19
H -2.95 -2.26 -1.58
H -2.04 -1.50 -0.24
H -1.41 -2.96 -1.02
C -0.20 1.84 -3.70
H -1.02 2.54 -3.45
H -0.12 1.76 -4.79
H 0.76 2.21 -3.32
O -0.49 -4.12 1.05
S 0.34 -3.19 1.78
O 0.37 -3.24 3.22
N 0.03 -1.60 1.23
C 1.12 -1.10 0.66
O 1.25 0.11 0.18
C 2.25 -1.98 0.50
C 3.40 -1.70 -0.27
C 4.35 -2.72 -0.34
C 4.13 -3.93 0.32
C 2.95 -4.19 1.03
C 1.99 -3.20 1.10
H 3.53 -0.74 -0.79
H 5.28 -2.57 -0.91
H 4.89 -4.73 0.28
H 2.73 -5.13 1.54
```

Values from the calculation:
Charge: -2
2S+1: 1
HOMO energy (spin up / spin down), eV: 2.64 / 2.67
Orbital gap (spin up / spin down), eV: 1.77 / 1.77
Energy, eV: -61246.6386
ΔE to the lowest compared entry with this formula, charge and spin, kcal per mole: 21.4

---

No. 3
A molecular structure, C19H23As2CoN2O at a distorted geometry, computed with wB97M-V/def2-TZVPD.

XYZ file:
```
48
Properties=species:S:1:pos:R:3
Co -0.21 -0.13 0.39
C -1.77 1.55 3.19
As -1.48 1.65 1.29
C -3.23 2.00 0.54
C -0.48 3.27 0.98
C -0.87 4.49 1.51
C -0.12 5.63 1.25
C 1.02 5.55 0.46
C 1.42 4.33 -0.07
C 0.67 3.19 0.19
As 1.17 1.48 -0.51
C 1.19 1.63 -2.43
C 3.00 1.16 0.01
H -2.27 2.45 3.54
H -0.81 1.44 3.69
H -2.39 0.68 3.41
H -3.64 2.90 1.01
H -3.89 1.16 0.75
H -3.15 2.15 -0.53
H -1.75 4.57 2.13
H -0.42 6.58 1.66
H 1.60 6.44 0.25
H 2.31 4.29 -0.69
H 0.19 1.87 -2.80
H 1.53 0.68 -2.86
H 1.88 2.42 -2.72
H 3.61 1.99 -0.32
H 3.35 0.24 -0.47
H 3.05 1.06 1.09
O 0.47 -0.51 2.06
C 1.56 -1.17 2.36
C 2.17 -0.90 3.61
C 3.27 -1.61 4.01
C 3.82 -2.60 3.18
C 3.25 -2.86 1.94
C 2.12 -2.16 1.51
C 1.53 -2.42 0.22
N 0.66 -1.62 -0.41
C 0.36 -2.21 -1.62
C 1.05 -3.37 -1.72
N 1.78 -3.48 -0.57
H 1.73 -0.14 4.23
H 3.72 -1.42 4.97
H 4.69 -3.15 3.49
H 3.71 -3.60 1.31
H -0.32 -1.76 -2.33
H 1.08 -4.11 -2.50
H 2.36 -4.26 -0.33
```

Values from the calculation:
Charge: +2
2S+1: 1
HOMO energy (spin up / spin down), eV: -14.25 / -14.18
Orbital gap (spin up / spin down), eV: 6.22 / 5.71
Energy, eV: -184393.1502
ΔE to the lowest compared entry with this formula, charge and spin, kcal per mole: 0.0

---

No. 4
A molecular structure, C19H23As2NO13S3SbSeV at a distorted geometry, computed with wB97M-V/def2-TZVPD.

XYZ file:
```
64
Properties=species:S:1:pos:R:3
V 1.06 -0.60 6.19
S 2.52 2.45 9.02
Sb 3.06 0.36 8.64
S 0.92 -1.10 8.27
S 2.91 0.33 6.06
O 1.39 -2.56 3.01
Se 0.50 -2.45 4.27
O 1.35 -2.41 5.72
O 0.05 -0.80 4.59
O -0.80 -3.28 4.13
C -3.41 1.51 -2.45
O -2.48 2.45 -2.97
C -1.24 2.09 -3.35
O -0.51 2.94 -3.84
C -0.73 0.76 -2.97
C -1.03 -0.33 -3.69
As -0.04 -2.13 -3.58
C -1.61 -3.32 -3.56
C 0.06 -1.85 -1.69
C 0.97 -0.83 -1.55
As 0.10 0.82 -1.13
C 1.38 2.24 -1.42
C 2.15 -0.88 -2.45
O 2.65 0.16 -2.94
O 2.65 -2.08 -2.63
C 3.65 -2.28 -3.65
C -1.18 -1.96 -0.84
O -2.25 -1.53 -1.09
O -0.91 -2.61 0.26
C -1.98 -2.91 1.18
C -1.88 -0.39 -4.93
O -2.99 -0.80 -4.84
O -1.27 -0.19 -6.12
C 0.06 0.36 -6.24
H -4.32 1.45 -3.13
H -3.77 1.86 -1.47
H -3.00 0.45 -2.42
H -1.38 -3.98 -2.72
H -1.61 -4.00 -4.40
H -2.56 -2.79 -3.48
H 0.88 3.08 -1.96
H 2.25 1.92 -2.00
H 1.71 2.72 -0.51
H 4.13 -3.25 -3.46
H 4.49 -1.53 -3.57
H 3.26 -2.11 -4.64
H -2.77 -3.48 0.75
H -2.41 -2.03 1.62
H -1.64 -3.51 2.00
H 0.79 -0.42 -6.02
H 0.22 1.20 -5.66
H 0.08 0.56 -7.30
O -0.07 1.03 6.36
N 0.07 1.92 5.38
C 0.84 2.94 5.77
C 1.04 3.98 4.86
C 0.39 3.90 3.67
C -0.50 2.89 3.40
C -0.68 1.80 4.26
H 1.39 2.94 6.76
H 1.74 4.73 5.09
H 0.56 4.62 2.81
H -0.98 2.98 2.47
H -1.30 0.94 4.13
```

Values from the calculation:
Charge: 0
2S+1: 1
HOMO energy (spin up / spin down), eV: -8.92 / -8.92
Orbital gap (spin up / spin down), eV: 6.77 / 6.78
Energy, eV: -299930.8767

---

For the records above, the corresponding M values read 517.47 571.38 504.18 971.10 g mol⁻¹.